14
Properties=species:S:1:pos:R:3 method="wB97M-V/def2-TZVPD" orbital_gap_ha=0.3893 e_homo_ha=-0.3538
C 0.70571 0.07446 0.42562
C -0.46036 1.05055 0.26001
C -1.12839 -0.10525 -0.41711
C -0.29679 -1.05115 0.34669
H 1.89995 0.84328 -0.95960
H 2.29476 -0.71565 -0.62305
H 1.25939 0.11035 1.33918
H -0.31665 1.92738 -0.34811
H -0.88566 1.38626 1.22312
H -0.98410 -0.25518 -1.48966
H -0.68306 -1.14736 1.32330
H -0.00248 -2.02394 -0.03921
N 1.47765 -0.05063 -0.81062
Cl -2.87997 -0.04311 -0.23055